1.
Here is a cluster of 2 separate species, C3H6N2OS in total in a non-equilibrium geometry from the OMol25 dataset. Energies are from ωB97M-V/def2-TZVPD.

Properties
HOMO-LUMO gap = 0.375 Ha
Charge = 0
Energy = -19070.6841 eV
Energy relative to the best compared isomer or geometry (same formula, charge and spin) = 1.483 eV
SMILES = CC(N)=O.N=C=S
E_HOMO = -9.576 eV

Structure (XYZ):
```
13
Properties=species:S:1:pos:R:3:forces:R:3
H 1.952753 -1.858996 -0.508782 0.17 0.60 -0.09
O 0.050461 -1.276158 0.743287 0.84 -1.19 0.40
S 1.977745 1.468900 0.486604 0.19 0.52 -0.17
H -0.836145 -0.802963 -1.634732 -0.43 -0.21 0.21
H -1.012014 1.510695 0.862551 -0.84 -1.18 2.01
N 2.433129 -0.981755 -0.731777 -0.43 1.01 0.40
N -1.146557 0.572923 1.351390 0.57 1.91 -1.65
H -1.068411 0.453544 2.356042 0.63 0.28 -0.43
C -1.120697 -0.030063 -0.923838 0.18 2.76 -1.57
H -0.598485 0.929872 -1.377846 -1.08 -1.59 0.95
H -2.249229 0.217003 -0.845964 1.97 -0.73 -0.34
C -0.560681 -0.292602 0.446355 -2.52 -0.36 0.60
C 2.178133 0.089594 -0.223289 0.73 -1.82 -0.33
```
Positions in Å, forces in eV/Å.

2.
Here is the molecule C3H6N2OS in a non-equilibrium geometry from the OMol25 dataset. Energies are from ωB97M-V/def2-TZVPD.

Properties
HOMO-LUMO gap = 0.331 Ha
Charge = 0
Energy = -19069.5220 eV
Energy relative to the best compared isomer or geometry (same formula, charge and spin) = 2.645 eV
SMILES = [H]/N=C(/N)CC(O)=S
E_HOMO = -9.239 eV

Structure (XYZ):
```
13
Properties=species:S:1:pos:R:3:forces:R:3
H 0.979389 0.834502 1.353575 1.01 -0.32 -0.26
N -1.376490 1.672353 0.376129 2.08 -0.60 -0.01
O -0.662942 -0.814542 1.474662 0.81 0.02 -1.06
H -1.325956 -1.497794 1.378011 -0.15 -0.80 0.04
H -2.127248 2.131106 -0.102813 0.28 0.38 -0.35
C -0.023132 1.635950 -0.189094 -0.15 0.41 -2.88
H 1.581628 2.038903 -1.416200 -3.51 0.71 1.15
C 0.869587 0.557359 0.287072 0.41 -2.78 1.33
H 1.821099 0.461840 -0.359477 -1.67 0.23 1.55
H -1.713660 0.970951 1.097292 1.36 1.31 -1.64
N 0.526931 2.350705 -1.161623 -0.26 -0.73 1.30
C 0.174273 -0.849954 0.397053 0.37 -0.52 -1.60
S 0.369427 -2.165295 -0.701213 -0.56 2.68 2.44
```
Positions in Å, forces in eV/Å.

Please write out number 2 again, unchanged.
Here is the molecule C3H6N2OS in a non-equilibrium geometry from the OMol25 dataset. Energies are from ωB97M-V/def2-TZVPD.

Properties
HOMO-LUMO gap = 0.331 Ha
Charge = 0
Energy = -19069.5220 eV
Energy relative to the best compared isomer or geometry (same formula, charge and spin) = 2.645 eV
SMILES = [H]/N=C(/N)CC(O)=S
E_HOMO = -9.239 eV

Structure (XYZ):
```
13
Properties=species:S:1:pos:R:3:forces:R:3
H 0.979389 0.834502 1.353575 1.01 -0.32 -0.26
N -1.376490 1.672353 0.376129 2.08 -0.60 -0.01
O -0.662942 -0.814542 1.474662 0.81 0.02 -1.06
H -1.325956 -1.497794 1.378011 -0.15 -0.80 0.04
H -2.127248 2.131106 -0.102813 0.28 0.38 -0.35
C -0.023132 1.635950 -0.189094 -0.15 0.41 -2.88
H 1.581628 2.038903 -1.416200 -3.51 0.71 1.15
C 0.869587 0.557359 0.287072 0.41 -2.78 1.33
H 1.821099 0.461840 -0.359477 -1.67 0.23 1.55
H -1.713660 0.970951 1.097292 1.36 1.31 -1.64
N 0.526931 2.350705 -1.161623 -0.26 -0.73 1.30
C 0.174273 -0.849954 0.397053 0.37 -0.52 -1.60
S 0.369427 -2.165295 -0.701213 -0.56 2.68 2.44
```
Positions in Å, forces in eV/Å.